{
  "formula": "C23H19Cl2N3",
  "method": "ωB97M-V/def2-TZVPD",
  "energy_ev": -53671.2681,
  "homo_energy_ev": -8.06,
  "smiles": "C=CCn1cc([C@H](c2ccc(Cl)cc2)n2ccnc2)cc1-c1ccc(Cl)cc1",
  "e_lumo_ev": 0.409,
  "relative_energy_kj_mol": 195.7,
  "gap_ha": 0.31125,
  "spin_multiplicity": 1,
  "species": ["C", "C", "C", "N", "C", "C", "C", "C", "C", "C", "C", "Cl", "C", "C", "N", "C", "C", "N", "C", "C", "C", "C", "C", "C", "C", "Cl", "C", "C", "H", "H", "H", "H", "H", "H", "H", "H", "H", "H", "H", "H", "H", "H", "H", "H", "H", "H", "H"],
  "xyz": [[-3.604, -2.893, 1.428], [-2.434, -2.554, 0.875], [-2.300, -1.619, -0.246], [-0.875, -1.121, -0.230], [-0.382, -0.042, 0.551], [0.806, 0.461, 0.118], [1.400, 1.749, 0.692], [0.654, 2.269, 1.925], [0.880, 1.570, 3.043], [0.180, 1.782, 4.201], [-0.840, 2.775, 4.293], [-1.688, 2.926, 5.776], [-1.038, 3.521, 3.130], [-0.271, 3.345, 1.992], [1.756, 2.849, -0.233], [2.570, 3.797, 0.212], [2.767, 4.544, -0.903], [2.136, 4.060, -2.036], [1.641, 2.942, -1.622], [1.230, -0.344, -0.924], [0.220, -1.322, -1.115], [0.247, -2.346, -2.159], [0.635, -2.166, -3.547], [0.523, -3.220, -4.422], [-0.080, -4.449, -4.017], [0.132, -5.935, -4.881], [-0.461, -4.671, -2.700], [-0.327, -3.573, -1.776], [-4.504, -2.666, 0.960], [-3.727, -3.443, 2.349], [-1.565, -3.002, 1.277], [-2.604, -2.125, -1.268], [-2.947, -0.712, -0.144], [-0.900, 0.429, 1.419], [2.459, 1.366, 0.968], [1.507, 0.771, 3.169], [0.221, 1.116, 5.084], [-1.691, 4.406, 3.174], [-0.356, 4.083, 1.230], [3.078, 3.954, 1.125], [3.357, 5.468, -0.846], [1.078, 2.205, -2.141], [2.163, -0.415, -1.423], [1.116, -1.182, -3.847], [1.026, -3.121, -5.339], [-0.712, -5.723, -2.460], [-0.477, -3.741, -0.711]]
}